No. 1
A cluster of 10 separate species, C62H136F12N10O10S4 in total. Source: OMol25; level of theory: ωB97M-V/def2-TZVPD.

total charge = +6
HOMO-LUMO gap = 5.6 eV
lowest unoccupied orbital energy = -7.324 eV
HOMO level = -12.9 eV

Last column: Mulliken charge in e.
Geometry (Å):
C 2.105 8.306 7.736  -0.770
N 2.423 7.016 6.902  -0.122
C 3.976 6.908 6.671  -0.835
C 1.837 5.840 7.667  -0.802
C 1.820 7.270 5.497  -0.673
C 2.020 6.242 4.322  -0.599
O 1.865 4.954 4.803  -0.484
H 1.059 8.454 7.470  0.404
H 2.727 9.172 7.508  0.340
H 2.266 8.175 8.806  0.357
H 4.422 6.868 7.665  0.422
H 4.242 7.802 6.107  0.397
H 4.278 6.024 6.109  0.282
H 2.217 5.998 8.676  0.416
H 2.150 4.880 7.257  0.291
H 0.747 5.854 7.649  0.334
H 2.188 8.249 5.191  0.497
H 0.780 7.504 5.726  0.445
H 2.962 6.409 3.801  0.371
H 1.285 6.510 3.563  0.426
H 1.773 4.278 4.129  0.304
C 6.276 7.027 -6.297  -0.908
N 7.629 7.128 -6.984  0.016
C 8.472 8.243 -6.290  -0.784
C 8.199 5.718 -6.649  -0.937
C 7.600 7.481 -8.470  -0.497
C 7.368 6.265 -9.433  -0.708
O 6.121 5.808 -9.292  -0.482
H 5.707 6.232 -6.780  0.330
H 5.746 7.978 -6.253  0.352
H 6.464 6.846 -5.239  0.436
H 8.753 7.879 -5.302  0.359
H 7.943 9.190 -6.181  0.381
H 9.295 8.477 -6.965  0.346
H 9.119 5.556 -7.211  0.430
H 7.528 4.893 -6.889  0.359
H 8.513 5.660 -5.607  0.389
H 8.598 7.770 -8.800  0.369
H 6.932 8.329 -8.622  0.406
H 8.116 5.472 -9.443  0.370
H 7.430 6.566 -10.479  0.459
H 5.979 5.014 -9.812  0.314
C -11.533 -4.737 -7.081  -1.357
C -10.839 -3.785 -6.200  -0.128
C -10.595 -4.359 -4.745  -0.801
N -9.942 -3.366 -3.720  0.184
C -10.963 -2.233 -3.383  -0.950
C -8.595 -2.672 -4.139  -0.627
C -7.741 -2.593 -2.891  -0.571
C -8.548 -3.147 -1.723  -0.678
C -9.558 -4.025 -2.414  -0.676
H -11.072 -5.651 -7.456  0.350
H -11.838 -4.207 -7.983  0.379
H -12.473 -4.967 -6.579  0.347
H -11.373 -2.837 -6.144  0.352
H -9.873 -3.484 -6.607  0.342
H -9.892 -5.192 -4.729  0.318
H -11.514 -4.718 -4.284  0.431
H -11.936 -2.723 -3.339  0.367
H -10.954 -1.402 -4.087  0.325
H -10.700 -1.688 -2.477  0.407
H -8.682 -1.773 -4.749  0.398
H -8.156 -3.507 -4.685  0.351
H -7.518 -1.554 -2.646  0.259
H -6.744 -3.030 -2.948  0.394
H -9.003 -2.391 -1.083  0.342
H -7.901 -3.653 -1.006  0.359
H -10.509 -4.110 -1.887  0.433
H -9.143 -5.014 -2.608  0.448
C 5.357 -5.187 -6.465  -1.365
C 5.985 -4.491 -5.188  -0.329
C 7.217 -5.195 -4.571  -0.910
N 8.038 -4.406 -3.614  0.409
C 8.596 -3.088 -4.355  -1.033
C 9.221 -5.279 -3.162  -0.472
C 9.359 -4.890 -1.733  -0.648
C 7.963 -4.760 -1.225  -0.648
C 7.269 -4.012 -2.344  -0.445
H 6.059 -5.330 -7.286  0.359
H 4.451 -4.739 -6.874  0.366
H 5.226 -6.239 -6.210  0.343
H 5.214 -4.295 -4.442  0.411
H 6.125 -3.455 -5.493  0.249
H 7.874 -5.485 -5.391  0.468
H 6.853 -6.133 -4.153  0.466
H 9.027 -3.466 -5.282  0.384
H 9.213 -2.522 -3.657  0.405
H 7.831 -2.340 -4.563  0.360
H 10.132 -4.959 -3.667  0.243
H 8.904 -6.308 -3.333  0.394
H 9.902 -3.956 -1.594  0.317
H 10.005 -5.583 -1.194  0.404
H 7.990 -4.363 -0.211  0.391
H 7.504 -5.749 -1.233  0.302
H 7.078 -2.943 -2.245  0.369
H 6.269 -4.428 -2.472  0.211
C 6.609 -1.979 8.934  -1.447
C 7.420 -3.210 9.293  -0.435
C 6.820 -4.514 8.608  -0.476
N 6.672 -5.765 9.606  -0.057
C 8.012 -6.112 10.325  -0.938
C 5.627 -5.749 10.736  -0.377
C 5.341 -7.196 11.112  -0.721
C 5.669 -7.976 9.811  -0.600
C 6.245 -6.988 8.767  -0.741
H 5.592 -2.143 9.292  0.376
H 6.733 -1.725 7.882  0.328
H 6.862 -1.082 9.500  0.402
H 7.337 -3.410 10.361  0.315
H 8.479 -3.037 9.100  0.410
H 7.337 -4.940 7.748  0.417
H 5.799 -4.426 8.236  0.416
H 7.927 -6.909 11.064  0.382
H 8.264 -5.118 10.695  0.403
H 8.586 -6.436 9.457  0.368
H 5.974 -5.290 11.662  0.313
H 4.754 -5.283 10.279  0.441
H 6.024 -7.630 11.842  0.283
H 4.330 -7.294 11.509  0.414
H 6.451 -8.726 9.937  0.299
H 4.778 -8.419 9.365  0.372
H 7.086 -7.207 8.109  0.491
H 5.360 -6.699 8.199  0.363
C -3.973 -8.777 5.072  -1.440
C -4.706 -10.006 4.559  -0.352
C -5.038 -11.121 5.654  -0.704
N -5.328 -12.571 5.090  0.031
C -6.360 -12.466 3.992  -0.903
C -5.697 -13.535 6.280  -0.613
C -5.291 -14.903 5.678  -0.438
C -4.426 -14.711 4.375  -0.669
C -4.117 -13.237 4.403  -0.468
H -2.908 -8.814 5.304  0.348
H -4.456 -8.521 6.015  0.366
H -4.099 -7.895 4.443  0.360
H -4.179 -10.399 3.690  0.342
H -5.664 -9.680 4.154  0.407
H -6.017 -10.872 6.064  0.444
H -4.320 -11.266 6.462  0.448
H -7.380 -12.249 4.310  0.292
H -6.422 -13.391 3.418  0.340
H -5.925 -11.689 3.363  0.424
H -6.723 -13.439 6.635  0.361
H -5.066 -13.422 7.162  0.308
H -6.087 -15.609 5.439  0.324
H -4.629 -15.352 6.418  0.319
H -5.047 -15.118 3.578  0.294
H -3.446 -15.189 4.381  0.363
H -3.884 -12.779 3.442  0.394
H -3.316 -12.958 5.088  0.424
C -1.260 1.381 -8.889  -1.512
C -1.578 2.912 -8.855  -0.143
C -0.811 3.649 -9.962  -0.783
N -1.202 5.166 -10.159  0.261
C -2.716 5.330 -10.241  -1.060
C -0.525 5.597 -11.478  -0.555
C -0.036 7.072 -11.270  -0.458
C -0.568 7.502 -9.919  -0.640
C -0.624 6.172 -9.090  -0.567
H -1.753 0.742 -8.156  0.404
H -0.216 1.127 -8.707  0.364
H -1.681 0.898 -9.771  0.384
H -1.199 3.195 -7.873  0.292
H -2.665 2.968 -8.920  0.298
H -1.033 3.223 -10.941  0.471
H 0.249 3.452 -9.803  0.371
H -3.134 4.694 -11.021  0.360
H -3.108 6.332 -10.416  0.367
H -3.041 5.054 -9.238  0.418
H -1.293 5.547 -12.250  0.309
H 0.323 4.981 -11.780  0.350
H -0.516 7.732 -11.992  0.282
H 1.042 7.168 -11.403  0.337
H -1.575 7.894 -10.061  0.289
H 0.059 8.254 -9.440  0.415
H -1.238 6.233 -8.191  0.354
H 0.351 5.738 -8.868  0.392
C -3.871 1.274 6.037  -1.457
C -4.214 2.417 5.090  -0.338
C -5.685 2.507 4.721  -0.594
N -5.937 3.672 3.719  0.340
C -5.035 3.629 2.444  -1.059
C -7.357 3.470 3.281  -0.714
C -7.913 4.849 2.738  -0.593
C -6.966 5.939 3.335  -0.668
C -6.071 5.149 4.306  -0.561
H -4.098 0.261 5.704  0.362
H -4.418 1.417 6.968  0.382
H -2.862 1.437 6.417  0.375
H -3.642 2.113 4.214  0.292
H -3.848 3.399 5.390  0.383
H -6.240 2.531 5.659  0.439
H -5.881 1.553 4.231  0.322
H -5.219 4.479 1.788  0.406
H -5.182 2.710 1.878  0.380
H -3.981 3.725 2.705  0.358
H -7.379 2.719 2.492  0.418
H -7.915 3.385 4.213  0.397
H -7.835 4.807 1.651  0.281
H -8.945 5.066 3.014  0.368
H -6.331 6.404 2.581  0.333
H -7.344 6.850 3.798  0.421
H -5.094 5.625 4.393  0.340
H -6.599 5.141 5.260  0.388
C -0.068 10.297 -1.135  0.642
F -0.048 8.965 -1.552  -0.245
F 0.767 10.511 -0.114  -0.217
F 0.224 11.043 -2.126  -0.208
S -1.899 10.722 -0.625  0.914
O -2.762 10.398 -1.774  -0.609
O -2.108 9.760 0.486  -0.603
N -1.681 12.404 -0.141  -0.358
S -2.101 12.419 1.259  1.046
O -3.550 12.219 1.243  -0.676
O -1.304 11.820 2.289  -0.610
C -2.027 14.386 1.643  0.564
F -2.183 14.518 2.956  -0.196
F -0.757 14.813 1.285  -0.250
F -2.905 15.077 0.907  -0.195
C 2.117 1.168 -2.162  0.654
F 1.981 1.763 -3.297  -0.201
F 2.711 -0.044 -2.260  -0.194
F 2.739 2.012 -1.375  -0.238
S 0.439 0.844 -1.199  0.917
O -0.302 2.073 -1.255  -0.642
O -0.336 -0.205 -1.918  -0.583
N 1.039 0.584 0.435  -0.470
S 1.078 -0.963 0.537  1.029
O -0.186 -1.443 0.953  -0.646
O 1.715 -1.630 -0.565  -0.571
C 2.145 -1.168 2.161  0.615
F 2.651 -2.367 2.133  -0.211
F 3.171 -0.224 2.068  -0.265
F 1.466 -0.889 3.206  -0.196


No. 2
A cluster of 12 separate species, C62H160N12O19 in total. Source: OMol25; level of theory: ωB97M-V/def2-TZVPD.

HOMO-LUMO gap = 8.6 eV
lowest unoccupied orbital energy = 0.370 eV
HOMO level = -8.3 eV
SMILES = COC[C@H](C)N.COC[C@H](C)N.COC[C@H](C)N.COC[C@H](C)N.COC[C@H](C)N.COCCNCCOC.COCCNCCOC.COCCNCCOC.COCCNCCOC.COCCNCCOC.COCCNCCOC.COCCNCCOC

Last column: Mulliken charge in e.
Geometry (Å):
C -7.891 -4.950 -3.204  -0.669
O -8.675 -5.276 -4.397  -0.425
C -9.646 -4.352 -4.674  -0.605
C -10.784 -4.675 -3.658  0.333
C -12.118 -4.594 -4.429  -1.542
N -10.865 -3.890 -2.382  -0.606
H -8.388 -5.214 -2.270  0.257
H -7.828 -3.864 -3.260  0.297
H -6.928 -5.456 -3.143  0.256
H -9.304 -3.318 -4.631  0.376
H -9.967 -4.433 -5.712  0.356
H -10.594 -5.696 -3.325  0.326
H -12.120 -3.588 -4.848  0.355
H -12.956 -4.740 -3.747  0.427
H -12.202 -5.357 -5.204  0.359
H -11.048 -2.927 -2.625  0.252
H -11.666 -4.153 -1.825  0.254
C 2.084 4.577 -8.559  -0.811
O 2.889 5.493 -7.814  -0.345
C 3.974 4.878 -7.159  -0.699
C 4.917 5.779 -6.472  0.511
C 5.565 6.763 -7.439  -1.307
N 6.038 4.950 -5.891  -0.753
H 1.493 4.034 -7.821  0.335
H 2.480 3.811 -9.226  0.324
H 1.362 5.109 -9.179  0.274
H 3.560 4.074 -6.550  0.367
H 4.489 4.358 -7.966  0.285
H 4.354 6.354 -5.737  0.297
H 6.120 7.581 -6.980  0.313
H 4.926 7.273 -8.160  0.330
H 6.257 6.183 -8.049  0.300
H 6.433 4.326 -6.580  0.290
H 5.538 4.284 -5.320  0.287
C 3.236 -13.202 -0.830  -0.709
O 2.773 -11.893 -1.197  -0.312
C 1.556 -11.439 -0.626  -0.777
C 1.305 -9.852 -0.802  0.351
C 2.468 -9.109 -0.163  -1.326
N 0.085 -9.507 -0.040  -0.743
H 2.996 -13.468 0.199  0.311
H 4.321 -13.298 -0.818  0.258
H 2.722 -13.898 -1.493  0.279
H 0.663 -11.867 -1.081  0.352
H 1.410 -11.769 0.402  0.388
H 1.252 -9.589 -1.859  0.357
H 3.271 -9.128 -0.899  0.324
H 2.746 -9.707 0.704  0.284
H 2.218 -8.081 0.099  0.396
H -0.509 -10.279 -0.308  0.284
H 0.337 -9.699 0.919  0.284
C 3.362 -1.082 0.984  -0.792
O 2.013 -0.647 0.606  -0.368
C 1.181 -1.562 -0.049  -0.645
C 1.580 -2.178 -1.363  0.572
C 1.931 -1.293 -2.546  -1.295
N 0.668 -3.252 -1.823  -0.656
H 4.132 -0.337 0.784  0.260
H 3.734 -2.016 0.562  0.331
H 3.242 -1.306 2.044  0.320
H 1.009 -2.262 0.768  0.352
H 0.258 -1.021 -0.256  0.299
H 2.563 -2.609 -1.173  0.117
H 2.258 -1.861 -3.417  0.347
H 2.860 -0.774 -2.308  0.309
H 1.190 -0.517 -2.741  0.345
H 0.715 -4.063 -1.223  0.240
H -0.236 -2.802 -1.836  0.263
C 11.706 5.062 6.539  -0.755
O 11.456 3.647 6.590  -0.306
C 10.128 3.435 6.948  -0.776
C 9.943 1.965 6.971  0.501
C 10.320 1.217 5.685  -1.369
N 8.521 1.701 7.216  -0.732
H 11.078 5.537 5.785  0.299
H 12.734 5.281 6.252  0.266
H 11.524 5.543 7.500  0.296
H 9.946 3.898 7.918  0.425
H 9.383 3.998 6.387  0.367
H 10.577 1.506 7.729  0.228
H 9.731 1.512 4.816  0.301
H 10.114 0.177 5.936  0.414
H 11.395 1.306 5.529  0.311
H 8.299 0.716 7.220  0.274
H 7.963 2.077 6.463  0.256
C 12.020 13.263 2.536  -0.735
O 10.727 12.682 2.833  -0.290
C 9.524 13.200 2.195  -0.788
C 8.269 12.460 2.547  -0.319
N 7.874 11.394 1.587  -0.367
C 7.093 10.506 2.293  -0.656
C 8.051 9.357 2.626  -0.533
O 8.291 8.584 1.470  -0.356
C 9.162 7.416 1.517  -0.723
H 12.226 14.161 3.119  0.285
H 12.324 13.441 1.504  0.290
H 12.666 12.524 3.009  0.256
H 9.679 13.279 1.119  0.384
H 9.332 14.186 2.619  0.335
H 7.398 13.103 2.668  0.333
H 8.582 12.089 3.524  0.320
H 8.584 10.964 1.011  0.274
H 6.259 10.139 1.695  0.318
H 6.703 10.874 3.242  0.387
H 7.775 8.903 3.578  0.474
H 9.002 9.781 2.951  0.285
H 10.109 7.703 1.974  0.290
H 9.328 6.975 0.535  0.253
H 8.705 6.554 2.003  0.283
C -6.740 -7.876 -15.999  -0.730
O -7.217 -6.716 -15.220  -0.311
C -7.447 -5.422 -15.838  -0.689
C -7.840 -4.316 -14.785  -0.580
N -6.718 -3.930 -13.905  -0.247
C -7.140 -2.693 -13.215  -0.489
C -6.081 -2.284 -12.308  -0.689
O -5.955 -3.107 -11.110  -0.331
C -4.768 -3.007 -10.405  -0.739
H -6.576 -8.791 -15.429  0.270
H -5.922 -7.573 -16.653  0.297
H -7.486 -8.231 -16.711  0.290
H -8.209 -5.473 -16.616  0.387
H -6.554 -5.052 -16.341  0.368
H -8.722 -4.794 -14.358  0.319
H -8.201 -3.460 -15.355  0.358
H -6.231 -4.494 -13.224  0.234
H -8.112 -2.778 -12.728  0.304
H -7.318 -1.891 -13.932  0.366
H -6.334 -1.280 -11.967  0.365
H -5.087 -2.264 -12.755  0.406
H -4.112 -3.792 -10.781  0.274
H -4.956 -3.247 -9.358  0.235
H -4.264 -2.043 -10.480  0.334
C 4.303 -3.379 -9.633  -0.742
O 5.667 -3.207 -9.337  -0.325
C 6.536 -3.875 -10.207  -0.576
C 8.048 -3.932 -9.671  -0.672
N 8.418 -5.276 -9.387  -0.346
C 7.927 -5.671 -8.102  -0.643
C 8.591 -7.047 -7.845  -0.675
O 10.000 -6.994 -8.003  -0.360
C 10.811 -7.184 -6.911  -0.724
H 3.702 -3.060 -8.781  0.240
H 4.070 -4.423 -9.839  0.334
H 3.946 -2.780 -10.471  0.298
H 6.454 -3.430 -11.199  0.407
H 6.150 -4.882 -10.366  0.403
H 8.057 -3.226 -8.841  0.385
H 8.662 -3.641 -10.524  0.379
H 9.380 -5.494 -9.172  0.297
H 6.839 -5.726 -8.106  0.401
H 8.230 -5.072 -7.243  0.271
H 8.249 -7.730 -8.622  0.296
H 8.311 -7.558 -6.924  0.518
H 11.778 -7.431 -7.348  0.233
H 10.440 -8.074 -6.403  0.332
H 10.929 -6.351 -6.218  0.269
C 1.796 3.113 7.670  -0.718
O 1.988 4.432 8.056  -0.329
C 3.058 4.974 7.279  -0.632
C 3.430 6.354 7.937  -0.564
N 4.087 5.999 9.181  -0.393
C 4.361 7.132 10.050  -0.677
C 5.501 8.100 9.657  -0.609
O 6.245 8.666 10.748  -0.317
C 7.440 9.259 10.528  -0.670
H 0.807 2.782 7.986  0.240
H 2.597 2.496 8.078  0.304
H 1.860 3.055 6.583  0.298
H 2.765 5.072 6.234  0.397
H 3.830 4.211 7.378  0.373
H 2.542 6.983 8.002  0.346
H 4.204 6.839 7.341  0.365
H 3.489 5.315 9.621  0.245
H 4.626 6.658 10.995  0.408
H 3.363 7.524 10.246  0.424
H 4.985 8.849 9.057  0.308
H 6.164 7.674 8.904  0.385
H 7.999 9.340 11.460  0.228
H 7.333 10.192 9.975  0.296
H 7.959 8.683 9.761  0.295
C -5.249 -4.454 11.181  -0.777
O -4.207 -4.808 10.444  -0.289
C -2.992 -4.162 10.725  -0.717
C -1.826 -4.739 9.853  -0.396
N -2.199 -4.677 8.505  -0.376
C -1.193 -5.423 7.666  -0.762
C -1.246 -7.016 7.808  -0.297
O -0.255 -7.599 6.935  -0.355
C -0.189 -9.034 7.012  -0.743
H -5.148 -4.555 12.262  0.290
H -6.069 -5.071 10.815  0.241
H -5.527 -3.413 11.012  0.319
H -2.802 -4.275 11.792  0.433
H -3.171 -3.102 10.545  0.385
H -1.650 -5.738 10.251  0.224
H -0.974 -4.068 9.966  0.309
H -3.164 -4.972 8.533  0.323
H -0.172 -5.078 7.501  0.382
H -1.665 -5.357 6.686  0.296
H -2.211 -7.427 7.509  0.297
H -1.036 -7.449 8.785  0.352
H 0.488 -9.496 6.294  0.270
H -1.121 -9.556 6.794  0.281
H 0.242 -9.274 7.984  0.310
C -8.731 9.587 0.655  -0.746
O -8.021 8.880 1.679  -0.334
C -8.883 7.940 2.405  -0.391
C -9.257 6.620 1.638  -0.880
N -8.138 5.703 1.361  -0.369
C -7.096 6.385 0.571  -0.294
C -6.009 5.437 -0.003  -0.748
O -6.416 4.800 -1.210  -0.327
C -5.405 3.813 -1.638  -0.723
H -9.158 8.985 -0.148  0.296
H -8.094 10.349 0.207  0.258
H -9.639 10.043 1.049  0.315
H -9.632 8.542 2.920  0.437
H -8.237 7.591 3.211  0.245
H -9.676 6.833 0.655  0.386
H -10.055 6.001 2.050  0.395
H -7.886 5.429 2.300  0.257
H -6.505 6.992 1.256  0.315
H -7.565 7.096 -0.110  0.304
H -5.531 4.826 0.762  0.381
H -5.192 6.072 -0.345  0.373
H -4.450 4.311 -1.810  0.308
H -5.777 3.295 -2.523  0.242
H -5.120 3.140 -0.829  0.300
C -7.160 -1.145 4.430  -0.745
O -8.101 -2.224 4.682  -0.395
C -9.258 -2.219 3.914  -0.583
C -10.327 -1.151 4.276  -0.671
N -10.756 -1.198 5.689  -0.352
C -11.088 -2.515 6.222  -0.449
C -12.197 -2.429 7.266  -0.548
O -13.067 -3.539 7.157  -0.302
C -14.027 -3.729 8.216  -0.741
H -6.110 -1.438 4.439  0.272
H -7.083 -0.525 5.323  0.267
H -7.312 -0.635 3.479  0.344
H -9.648 -3.235 3.848  0.400
H -9.036 -2.070 2.857  0.426
H -11.083 -1.199 3.492  0.347
H -9.814 -0.208 4.088  0.385
H -10.030 -0.924 6.336  0.262
H -10.193 -3.056 6.529  0.299
H -11.490 -3.095 5.391  0.327
H -12.845 -1.585 7.028  0.301
H -11.821 -2.224 8.268  0.308
H -14.755 -2.918 8.247  0.300
H -13.636 -3.897 9.219  0.298
H -14.595 -4.612 7.924  0.248